Record 1
Below is a 2-piece molecular cluster, C3H10NOS overall at a distorted geometry, with properties calculated with wB97M-V/def2-TZVPD.

Element x y z (Å)
C -0.065 -0.325 1.508
C -1.135 0.256 0.577
C -0.360 0.844 -0.722
S 0.366 -0.408 -2.015
N -2.105 -0.885 0.242
H 0.781 0.336 1.604
H 0.229 -1.303 1.171
H -0.593 -0.414 2.454
H -1.787 0.947 1.178
H -1.064 1.571 -1.247
H 0.348 1.445 -0.123
H -2.921 -0.492 -0.045
H -1.732 -1.464 -0.561
H 4.118 -0.220 -1.424
H 2.566 -0.113 -1.549
O 3.354 0.224 -1.046

Force components x, y, z for each atom (eV/Å):
C -1.4 0.3 0.3
C -0.1 -2.1 -1.9
C -1.5 0.3 0.7
S -0.8 1.2 1.6
N 3.8 -1.1 0.6
H 0.4 0.1 0.1
H 0.3 -0.3 -0.2
H 0.4 -0.3 0.5
H 0.8 0.1 -0.9
H 0.9 -0.9 0.4
H 0.5 0.0 -1.2
H -2.9 1.3 -1.2
H -0.2 1.2 1.1
H -0.1 0.0 0.0
H -0.1 0.2 0.4
O 0.1 -0.1 -0.2

Output
F_max in eV Å⁻¹: 4.0
LUMO in eV: 3.95
E_HOMO in eV: -2.99
Frontier orbital gap in eV: 6.938
Relative energy (zero: lowest compared OMol25 entry of this formula, charge and spin) in kcal/mol: 20.49
Total charge: -1
Energy in a.u.: -648.49890

Quick look at the Löwdin charges, all values in e: number 1, C, carries -0.124; number 2, C, carries -0.481; number 3, C, carries -0.608; number 4, S, carries 0.153; number 5, N, carries -0.016; number 6, H, carries 0.058; number 7, H, carries 0.057; number 8, H, carries 0.054; number 9, H, carries 0.120; number 10, H, carries 0.034; number 11, H, carries 0.029; number 12, H, carries -0.019; number 13, H, carries 0.034; number 14, H, carries -0.005; number 15, H, carries -0.118; number 16, O, carries -0.167



Record 2
Below is C19H31As2N4OPPt as an isolated structure at a distorted geometry, with properties calculated with wB97M-V/def2-TZVPD.

Element x y z (Å)
Pt -0.331 -0.305 -0.373
C 3.702 -0.061 0.007
As 2.083 -0.359 -1.075
C 2.642 -1.889 -2.164
C 2.085 1.159 -2.317
C 2.995 1.204 -3.366
C 2.963 2.230 -4.297
C 2.002 3.222 -4.193
C 1.100 3.199 -3.142
C 1.137 2.186 -2.188
As -0.082 2.201 -0.656
C -1.139 3.862 -0.832
C 1.134 2.747 0.778
H 4.582 -0.059 -0.645
H 3.809 -0.868 0.737
H 3.656 0.891 0.537
H 3.482 -1.629 -2.813
H 1.810 -2.234 -2.781
H 2.960 -2.698 -1.504
H 3.749 0.430 -3.467
H 3.682 2.252 -5.101
H 1.960 4.014 -4.925
H 0.349 3.977 -3.075
H -0.455 4.714 -0.903
H -1.749 3.982 0.066
H -1.797 3.840 -1.702
H 1.807 3.536 0.434
H 1.712 1.886 1.115
H 0.546 3.123 1.617
N -4.368 -1.840 -0.603
C -4.829 -0.561 -0.674
C -3.725 0.247 -0.722
N -2.612 -0.521 -0.681
C -3.015 -1.784 -0.607
C -2.061 -2.851 -0.545
N -0.762 -2.593 -0.500
C -0.122 -3.783 -0.449
C -1.047 -4.789 -0.462
N -2.266 -4.189 -0.522
H -4.955 -2.659 -0.562
H -5.872 -0.327 -0.679
H -3.675 1.316 -0.793
H 0.947 -3.854 -0.395
H -0.929 -5.852 -0.432
H -3.146 -4.681 -0.550
C -1.056 -2.031 4.131
P -0.587 -0.426 3.414
C 1.093 -0.036 4.005
C -1.717 0.830 4.093
O -0.679 -0.474 1.913
H -1.020 -1.986 5.214
H -0.372 -2.801 3.779
H -2.066 -2.283 3.815
H 1.147 -0.173 5.082
H 1.345 0.995 3.766
H 1.806 -0.705 3.523
H -1.671 0.839 5.178
H -2.733 0.600 3.777
H -1.444 1.814 3.713

Force components x, y, z for each atom (eV/Å):
Pt -0.4 -0.3 -1.7
C -0.3 -0.1 0.2
As -0.7 0.6 -0.3
C -0.3 0.0 0.1
C -0.2 0.0 0.1
C 0.2 -0.2 0.2
C -0.1 0.1 0.0
C 0.2 -0.1 -0.1
C -0.2 0.0 0.3
C 0.0 0.0 -0.1
As 1.4 -1.0 -0.1
C -0.4 -0.6 0.0
C -0.2 0.1 0.1
H -0.3 0.0 0.0
H 0.0 0.1 -0.1
H -0.1 -0.1 -0.1
H -0.1 0.1 0.2
H 0.0 0.1 0.1
H 0.0 0.1 0.0
H -0.1 0.1 0.0
H 0.0 0.0 -0.1
H 0.0 0.0 0.0
H 0.1 0.0 0.0
H 0.1 -0.4 0.0
H 0.1 -0.1 -0.1
H 0.1 -0.1 0.1
H -0.1 -0.1 -0.1
H -0.1 0.1 -0.1
H 0.0 0.0 0.0
N 0.5 -0.1 0.0
C 0.1 0.6 0.0
C -0.6 0.1 0.0
N 1.5 -0.6 0.5
C -0.4 0.4 -0.1
C 0.3 -0.4 0.1
N -0.2 1.9 0.1
C 0.2 -0.6 0.1
C 0.6 0.0 0.0
N -0.2 0.4 0.0
H 0.1 0.0 0.0
H -0.3 0.0 0.0
H -0.1 0.1 0.0
H 0.1 -0.1 0.0
H 0.0 -0.2 0.0
H 0.0 0.1 0.0
C 0.2 0.6 -0.1
P -0.2 -0.1 0.0
C -0.6 -0.2 -0.1
C 0.4 -0.4 -0.1
O -0.1 0.0 0.8
H 0.0 -0.1 0.2
H 0.1 0.0 0.0
H -0.1 0.0 0.0
H 0.1 0.0 0.1
H 0.0 0.1 0.0
H 0.0 0.0 0.0
H 0.0 0.1 0.1
H 0.0 -0.1 0.0
H 0.1 0.0 0.0

Output
F_max in eV Å⁻¹: 1.9
LUMO in eV: -6.36
E_HOMO in eV: -13.78
Frontier orbital gap in eV: 7.422
Total charge: +2
Energy in a.u.: -5968.65889

Quick look at the Löwdin charges, all values in e: number 1, Pt, carries 0.652; number 2, C, carries -0.240; number 3, As, carries 1.089; number 4, C, carries -0.255; number 5, C, carries -0.411; number 6, C, carries -0.093; number 7, C, carries -0.045; number 8, C, carries -0.046; number 9, C, carries -0.093; number 10, C, carries -0.420; number 11, As, carries 1.115; number 12, C, carries -0.238; number 13, C, carries -0.267; number 14, H, carries 0.050; number 15, H, carries 0.036; number 16, H, carries 0.023; number 17, H, carries 0.035; number 18, H, carries 0.040; number 19, H, carries 0.033; number 20, H, carries 0.100; number 21, H, carries 0.120; number 22, H, carries 0.121; number 23, H, carries 0.097; number 24, H, carries 0.054; number 25, H, carries 0.038; number 26, H, carries 0.040; number 27, H, carries 0.054; number 28, H, carries -0.008; number 29, H, carries 0.033; number 30, N, carries 0.142; number 31, C, carries -0.039; number 32, C, carries -0.099; number 33, N, carries -0.005; number 34, C, carries -0.256; number 35, C, carries -0.255; number 36, N, carries 0.005; number 37, C, carries -0.102; number 38, C, carries -0.038; number 39, N, carries 0.143; number 40, H, carries 0.176; number 41, H, carries 0.129; number 42, H, carries 0.110; number 43, H, carries 0.107; number 44, H, carries 0.130; number 45, H, carries 0.177; number 46, C, carries -0.159; number 47, P, carries 0.567; number 48, C, carries -0.155; number 49, C, carries -0.157; number 50, O, carries -0.533; number 51, H, carries 0.059; number 52, H, carries 0.057; number 53, H, carries 0.055; number 54, H, carries 0.061; number 55, H, carries 0.046; number 56, H, carries 0.054; number 57, H, carries 0.061; number 58, H, carries 0.057; number 59, H, carries 0.049



Record 3
Below is one molecule with the formula C18H20N4O, with properties calculated with wB97M-V/def2-TZVPD.

Element x y z (Å)
O -2.137 -0.487 2.375
C -2.504 -0.085 1.281
C -3.269 -1.026 0.397
C -4.227 -1.864 0.972
N -4.867 -2.778 0.264
C -4.546 -2.886 -1.017
C -3.585 -2.069 -1.593
N -2.953 -1.141 -0.891
N -2.258 1.163 0.844
C -2.686 1.748 -0.409
C -1.562 2.671 -0.943
N -0.248 2.229 -0.544
C 0.129 0.941 -1.119
C 1.578 0.669 -0.871
C 2.035 -0.470 -0.356
C 3.424 -0.817 -0.090
C 3.701 -2.008 0.584
C 5.001 -2.382 0.865
C 6.056 -1.574 0.475
C 5.797 -0.391 -0.198
C 4.498 -0.015 -0.479
C -0.104 2.302 0.903
C -1.432 2.043 1.645
H -4.473 -1.790 2.021
H -5.070 -3.645 -1.582
H -3.304 -2.149 -2.634
H -2.892 0.955 -1.126
H -3.603 2.332 -0.250
H -1.692 3.686 -0.559
H -1.612 2.713 -2.033
H -0.477 0.102 -0.749
H -0.034 1.024 -2.200
H 2.239 1.483 -1.133
H 1.318 -1.239 -0.089
H 2.882 -2.643 0.892
H 5.194 -3.307 1.390
H 7.073 -1.864 0.692
H 6.616 0.242 -0.508
H 4.316 0.907 -1.010
H 0.650 1.576 1.209
H 0.261 3.303 1.162
H -1.977 2.978 1.808
H -1.256 1.560 2.606

Force components x, y, z for each atom (eV/Å):
O -0.1 -0.2 0.1
C 0.0 0.1 0.1
C -0.2 -0.5 -0.2
C 0.2 0.3 0.1
N -0.2 -0.2 0.1
C 0.1 0.1 -0.1
C -0.1 -0.1 0.0
N 0.1 0.1 0.2
N 0.1 0.1 0.0
C -0.2 0.2 -0.4
C -0.1 0.0 0.0
N 0.1 -0.1 -0.1
C 0.1 0.0 0.0
C -0.1 -0.3 0.0
C -0.4 0.3 -0.2
C 0.5 -0.2 0.1
C -0.1 0.2 -0.1
C 0.1 -0.1 0.0
C 0.0 -0.1 0.0
C 0.1 0.1 0.0
C -0.1 -0.1 0.0
C 0.0 0.2 0.2
C 0.3 0.0 0.2
H 0.1 0.1 0.1
H 0.0 0.0 -0.1
H -0.1 -0.1 -0.1
H 0.0 0.3 0.1
H 0.0 0.0 -0.1
H -0.1 0.0 -0.1
H -0.1 0.1 0.0
H 0.0 0.0 -0.1
H -0.1 -0.1 0.0
H 0.2 0.1 0.0
H -0.1 0.0 0.0
H -0.1 0.0 0.0
H 0.0 -0.1 0.0
H 0.1 0.0 0.0
H 0.1 0.0 0.0
H 0.0 0.1 -0.1
H 0.0 0.1 0.0
H 0.0 -0.1 0.1
H 0.0 0.0 0.0
H -0.1 0.2 -0.1

Output
F_max in eV Å⁻¹: 0.6
LUMO in eV: 0.16
E_HOMO in eV: -8.30
Frontier orbital gap in eV: 8.463
Relative energy (zero: lowest compared OMol25 entry of this formula, charge and spin) in kcal/mol: 42.22
SMILES: O=C(c1cnccn1)N1CCN(C/C=C/c2ccccc2)CC1
Energy in a.u.: -992.14784

Quick look at the Löwdin charges, all values in e: number 1, O, carries 0.064; number 2, C, carries -0.413; number 3, C, carries -0.163; number 4, C, carries -0.055; number 5, N, carries 0.085; number 6, C, carries -0.117; number 7, C, carries -0.103; number 8, N, carries 0.112; number 9, N, carries -0.045; number 10, C, carries -0.122; number 11, C, carries -0.164; number 12, N, carries -0.169; number 13, C, carries -0.192; number 14, C, carries -0.083; number 15, C, carries -0.056; number 16, C, carries -0.225; number 17, C, carries -0.044; number 18, C, carries -0.088; number 19, C, carries -0.096; number 20, C, carries -0.087; number 21, C, carries -0.036; number 22, C, carries -0.140; number 23, C, carries -0.106; number 24, H, carries 0.123; number 25, H, carries 0.104; number 26, H, carries 0.107; number 27, H, carries 0.093; number 28, H, carries 0.125; number 29, H, carries 0.118; number 30, H, carries 0.119; number 31, H, carries 0.108; number 32, H, carries 0.129; number 33, H, carries 0.109; number 34, H, carries 0.114; number 35, H, carries 0.109; number 36, H, carries 0.101; number 37, H, carries 0.099; number 38, H, carries 0.101; number 39, H, carries 0.103; number 40, H, carries 0.116; number 41, H, carries 0.119; number 42, H, carries 0.126; number 43, H, carries 0.120